Model w:
# C2H5N2S

A gas-phase ion, C2H5N2S (charge +1) (ωB97M-V with the def2-TZVPD basis set, the OMol25 dataset).

```
! wB97M-V def2-TZVPD RIJCOSX def2/J DEFGRID3
* xyz 1 1
C -0.958 0.827 0.075
C 1.203 -1.322 -0.208
N 0.333 1.213 -0.182
N -1.269 -0.395 0.093
S 1.561 0.189 0.346
H -1.801 1.559 0.037
H 0.339 -1.700 -0.783
H 2.114 -1.830 0.130
H 0.660 2.156 0.211
H -2.182 -0.699 0.283
*
```

Computed properties:
* Kohn-Sham gap: 8.6 eV
* HOMO: -14.97 eV
* LUMO: -6.3 eV



Model x:
# C2H5N2S

A molecular structure, C2H5N2S (ωB97M-V with the def2-TZVPD basis set, the OMol25 dataset).

```
! wB97M-V def2-TZVPD RIJCOSX def2/J DEFGRID3
* xyz 1 1
C 0.481 0.393 0.517
C -1.239 0.439 -1.709
N -0.555 1.227 -0.851
N 0.430 -0.863 0.706
S -1.904 1.150 -3.044
H 0.990 0.997 1.209
H -1.345 -0.528 -1.443
H -0.086 2.031 -1.094
H 0.883 -1.200 1.481
H 0.034 -1.553 0.153
*
```

Computed properties:
* Kohn-Sham gap (alpha / beta): 6.9 / 6.9 eV
* HOMO (alpha / beta): -12.94 / -12.94 eV
* LUMO (alpha / beta): -6.0 / -6.0 eV



Stability summary: most stable model w, least stable model x.



Model w:
# CHBrF2OS

2 unconnected molecules or ions with the total composition CHBrF2OS (ωB97M-V with the def2-TZVPD basis set, the OMol25 dataset).

```
! wB97M-V def2-TZVPD RIJCOSX def2/J DEFGRID3
* xyz 0 1
C 0.508 -0.319 -0.596
O -0.408 -0.377 1.927
F 1.482 -0.675 0.169
F 0.311 -1.111 -1.613
S -1.082 -0.438 0.642
Br -1.953 1.617 0.281
H 1.141 1.303 -0.810
*
```

Computed properties:
* Kohn-Sham gap: 9.1 eV
* HOMO: -10.02 eV
* LUMO: -0.9 eV



Model x:
# CHBrF2OS

A single CHBrF2OS molecule (ωB97M-V with the def2-TZVPD basis set, the OMol25 dataset).

```
! wB97M-V def2-TZVPD RIJCOSX def2/J DEFGRID3
* xyz 0 1
C 0.416 0.169 -0.591
O 0.957 2.128 1.114
F -0.151 1.178 -1.259
F 1.284 -0.394 -1.497
S 1.771 1.174 0.418
Br 2.304 -0.387 1.863
H -0.440 -0.519 -0.442
*
```

Computed properties:
* Kohn-Sham gap: 10.0 eV
* HOMO: -10.37 eV
* LUMO: -0.4 eV



Stability summary: most stable model x, least stable model w.



Model w:
# C3NO3

2 unconnected molecules or ions with the total composition C3NO3 (ωB97M-V with the def2-TZVPD basis set, the OMol25 dataset).

```
! wB97M-V def2-TZVPD RIJCOSX def2/J DEFGRID3
* xyz -1 1
C 1.864 0.479 0.082
C 0.804 1.151 -0.089
C -1.769 -1.047 0.037
N -1.480 -1.328 1.145
O 2.557 -0.521 -0.045
O 0.071 2.055 -0.056
O -2.048 -0.790 -1.073
*
```

Computed properties:
* Kohn-Sham gap (alpha / beta): 5.2 / 5.2 eV
* HOMO (alpha / beta): -3.56 / -3.57 eV
* LUMO (alpha / beta): 1.6 / 1.6 eV



Model x:
# C3NO3

A gas-phase ion, C3NO3 (charge -1) (ωB97M-V with the def2-TZVPD basis set, the OMol25 dataset).

```
! wB97M-V def2-TZVPD RIJCOSX def2/J DEFGRID3
* xyz -1 1
C 0.975 0.669 0.354
C -1.467 0.019 -0.309
C 0.900 -0.624 -0.063
N -0.596 -0.789 -0.276
O 0.942 1.409 1.313
O -2.422 0.706 -0.364
O 1.667 -1.389 -0.656
*
```

Computed properties:
* Kohn-Sham gap: 6.3 eV
* HOMO: -2.33 eV
* LUMO: 3.9 eV



Stability summary: most stable model x, least stable model w.



Model w:
# CH4INOS

2 unconnected molecules or ions with the total composition CH4INOS (ωB97M-V with the def2-TZVPD basis set, the OMol25 dataset).

```
! wB97M-V def2-TZVPD RIJCOSX def2/J DEFGRID3
* xyz 0 1
C 1.179 -1.404 -0.060
N 1.248 -0.201 -0.516
O 1.585 0.948 -0.188
H 1.608 -1.681 0.923
H 0.797 -2.241 -0.574
H 0.980 -0.316 -1.516
S -2.619 2.508 0.588
I -3.115 0.319 -0.118
H -1.663 2.068 1.460
*
```

Computed properties:
* Kohn-Sham gap: 8.3 eV
* HOMO: -8.97 eV
* SMILES string: C=[NH+][O-].SI
* LUMO: -0.6 eV



Model x:
# CH4INOS

2 unconnected molecules or ions with the total composition CH4INOS (ωB97M-V with the def2-TZVPD basis set, the OMol25 dataset).

```
! wB97M-V def2-TZVPD RIJCOSX def2/J DEFGRID3
* xyz 0 1
C 0.339 -0.547 0.567
N -1.749 1.517 -1.440
O -2.009 -0.145 1.622
S -0.903 0.647 1.114
I 0.428 1.572 2.984
H 0.436 -1.196 1.332
H -0.225 -1.017 -0.222
H 1.222 0.218 0.332
H -0.719 1.513 -1.661
*
```

Computed properties:
* Kohn-Sham gap (alpha / beta): 7.7 / 7.9 eV
* HOMO (alpha / beta): -9.57 / -9.40 eV
* LUMO (alpha / beta): -1.9 / -1.5 eV



Stability summary: most stable model w, least stable model x.



Model w:
# FH3O3P

2 unconnected molecules or ions with the total composition FH3O3P (ωB97M-V with the def2-TZVPD basis set, the OMol25 dataset).

```
! wB97M-V def2-TZVPD RIJCOSX def2/J DEFGRID3
* xyz 1 1
O 0.438 1.464 -0.281
O 0.895 -0.533 1.370
O 0.055 -0.965 -1.051
F -2.352 0.087 0.564
P 0.065 0.025 0.165
H 0.007 2.308 -0.155
H 0.876 -1.556 1.481
H 0.017 -0.829 -2.092
*
```

Computed properties:
* Kohn-Sham gap (alpha / beta): 9.7 / 9.2 eV
* HOMO (alpha / beta): -17.55 / -16.92 eV
* LUMO (alpha / beta): -7.8 / -7.7 eV



Model x:
# FH3O3P

A gas-phase ion, FH3O3P (charge +1) (ωB97M-V with the def2-TZVPD basis set, the OMol25 dataset).

```
! wB97M-V def2-TZVPD RIJCOSX def2/J DEFGRID3
* xyz 1 1
O 0.169 1.278 0.981
O -0.466 0.436 -1.263
O -0.683 -1.261 0.515
F 1.579 -0.374 -0.103
P 0.115 0.044 0.063
H -0.483 1.976 0.783
H -0.119 -0.186 -1.938
H -0.114 -1.914 0.962
*
```

Computed properties:
* Kohn-Sham gap: 14.6 eV
* HOMO: -18.97 eV
* LUMO: -4.4 eV



Stability summary: most stable model x, least stable model w.



Model w:
# C16H17NO

2 unconnected molecules or ions with the total composition C16H17NO (ωB97M-V with the def2-TZVPD basis set, the OMol25 dataset).

```
! wB97M-V def2-TZVPD RIJCOSX def2/J DEFGRID3
* xyz 0 1
C 1.182 -1.443 -2.829
C 1.569 -1.649 -1.378
C 0.905 -2.534 -0.583
N 1.105 -2.226 0.751
C 1.756 -1.019 0.834
C 2.262 -0.280 1.902
C 2.880 0.919 1.636
C 3.195 1.299 0.326
C 2.811 0.523 -0.750
C 2.049 -0.624 -0.485
H 1.515 -0.487 -3.221
H 0.129 -1.501 -2.955
H 1.505 -2.297 -3.433
H 0.250 -3.368 -0.779
H 0.429 -2.536 1.427
H 2.035 -0.555 2.923
H 3.142 1.594 2.441
H 3.663 2.233 0.124
H 3.004 0.682 -1.805
C -2.387 1.987 2.800
C -2.379 1.314 1.452
C -1.178 1.135 0.782
C -1.109 0.750 -0.561
C -2.292 0.411 -1.188
O -2.374 0.063 -2.514
C -3.499 0.579 -0.538
C -3.569 1.028 0.767
H -1.394 2.378 3.019
H -2.601 1.279 3.611
H -3.139 2.763 2.914
H -0.301 1.465 1.316
H -0.136 0.917 -0.992
H -1.567 -0.385 -2.782
H -4.394 0.442 -1.137
H -4.485 1.058 1.340
*
```

Computed properties:
* Kohn-Sham gap: 8.8 eV
* HOMO: -8.02 eV
* SMILES string: Cc1c[nH]c2ccccc12.Cc1ccc(O)cc1
* LUMO: 0.8 eV



Model x:
# C16H17NO

2 unconnected molecules or ions with the total composition C16H17NO (ωB97M-V with the def2-TZVPD basis set, the OMol25 dataset).

```
! wB97M-V def2-TZVPD RIJCOSX def2/J DEFGRID3
* xyz 0 1
C 3.813 -0.121 -0.698
C 2.541 -0.655 -1.273
C 2.172 -1.918 -1.584
N 0.906 -1.943 -2.151
C 0.375 -0.652 -2.066
C -0.759 -0.139 -2.683
C -0.968 1.223 -2.579
C -0.004 2.062 -2.013
C 1.196 1.556 -1.542
C 1.392 0.173 -1.561
H 3.971 0.890 -1.069
H 4.673 -0.745 -0.924
H 3.796 -0.103 0.399
H 2.729 -2.841 -1.572
H 0.293 -2.733 -2.013
H -1.526 -0.772 -3.119
H -1.906 1.689 -2.846
H -0.172 3.128 -1.953
H 1.909 2.208 -1.047
C 0.117 -2.345 1.674
C -0.640 -1.088 1.994
C -0.042 0.163 1.935
C -0.717 1.346 2.197
C -2.093 1.280 2.372
O -2.757 2.455 2.616
C -2.743 0.053 2.428
C -2.007 -1.108 2.238
H 1.163 -2.263 1.960
H 0.099 -2.505 0.594
H -0.283 -3.231 2.170
H 1.027 0.254 1.748
H -0.180 2.279 2.246
H -3.659 2.274 2.892
H -3.803 0.039 2.650
H -2.552 -2.044 2.275
*
```

Computed properties:
* Kohn-Sham gap: 8.7 eV
* HOMO: -7.88 eV
* SMILES string: Cc1c[nH]c2ccccc12.Cc1ccc(O)cc1
* LUMO: 0.9 eV



Stability summary: most stable model x, least stable model w.